No. 1
The following is a quantum chemistry calculation of an isolated molecule of C5H8O, from OMol25.

```
14
Properties=species:S:1:pos:R:3:forces:R:3
C -1.3032 -0.4010 1.2038 -0.256 -0.112 -0.199
C -0.0870 -0.5389 0.3245 -0.864 0.030 -1.674
C -0.1638 0.1042 -1.2506 -0.010 -0.614 1.589
C 1.2579 0.6145 -0.9952 0.850 0.348 1.384
C 1.1121 0.3126 0.6355 -0.107 -0.578 -0.731
O 1.5588 0.5612 1.7372 -0.066 0.277 -2.163
H -1.1635 -0.8241 2.1939 0.160 0.006 0.112
H -1.6228 0.6384 1.3100 0.107 -0.054 -0.037
H -2.0975 -0.9541 0.7177 -0.408 -0.072 0.063
H 0.2802 -1.5869 0.3107 -0.255 0.420 -0.253
H -0.2993 -0.5254 -2.1722 0.252 0.143 1.296
H -0.9192 0.9167 -1.3378 0.511 -0.492 0.435
H 2.0170 0.0168 -1.5281 -0.103 0.290 0.563
H 1.4304 1.6659 -1.1493 0.189 0.408 -0.384
```
Forces are in eV/Å.

Values from the calculation:
LUMO level ... 0.90 eV
Energy ... -270.50056 hartree
HOMO level ... -9.26 eV


No. 2
The following is a quantum chemistry calculation of a cluster of 2 separate species, C5H8O in total, from OMol25.

```
14
Properties=species:S:1:pos:R:3:forces:R:3
C -1.8670 -0.0210 0.3180 0.075 -0.339 0.066
C -0.6267 -0.3626 0.0162 -0.368 -0.232 0.323
C 0.5766 -0.8267 0.7839 -0.152 -0.043 0.066
C 1.7167 -0.3282 -0.1171 -0.070 0.124 -0.013
C 1.0757 0.0985 -1.4231 0.446 -0.317 -0.324
O -0.2062 -0.1173 -1.3121 0.227 0.210 -0.010
H -1.2523 2.1948 -0.6736 0.145 0.260 -0.040
H -2.2584 -0.0928 1.3225 0.080 -0.113 -0.011
H -2.5206 0.3424 -0.4661 0.053 -0.040 0.103
H 0.5645 -0.4252 1.7978 0.127 -0.019 -0.116
H 0.6175 -1.9183 0.8483 -0.232 0.114 0.046
H 2.2989 0.5023 0.2993 -0.118 -0.075 -0.128
H 2.4413 -1.1095 -0.3862 -0.100 0.196 0.099
H -0.5872 2.2132 -1.0032 -0.114 0.274 -0.061
```
Forces are in eV/Å.

Values from the calculation:
LUMO level ... 0.95 eV
Energy ... -270.40003 hartree
HOMO level ... -8.64 eV


No. 3
The following is a quantum chemistry calculation of a cluster of 2 separate species, C5H8O in total, from OMol25.

```
14
Properties=species:S:1:pos:R:3:forces:R:3
C -0.9022 -1.1225 -0.0759 -0.082 0.145 -0.032
C -1.1411 0.2545 0.4590 -0.110 -0.092 0.086
C -0.2153 0.9583 1.1675 0.053 0.014 -0.221
C 1.0342 0.6962 0.5946 0.263 -0.187 0.328
C 1.3302 -0.6774 0.1535 0.115 0.242 -0.048
O 0.3098 -1.6508 0.3719 -0.057 -0.078 0.056
H -1.6951 -1.7836 0.2914 0.022 0.084 -0.050
H -0.9707 -1.1126 -1.1790 0.034 -0.031 0.061
H 0.2708 1.7168 -2.0360 0.191 0.056 0.217
H -2.0906 0.7091 0.1984 -0.173 -0.018 0.027
H -0.4509 1.8943 1.6730 0.052 -0.204 -0.070
H 0.6921 1.7814 -1.4107 -0.203 0.013 -0.406
H 2.2140 -1.0190 0.7053 -0.054 0.103 -0.062
H 1.6149 -0.6448 -0.9131 -0.050 -0.049 0.114
```
Forces are in eV/Å.

Values from the calculation:
LUMO level ... -0.07 eV
Energy ... -270.36614 hartree
HOMO level ... -8.22 eV


No. 4
The following is a quantum chemistry calculation of a cluster of 4 separate species, C5H8O in total, from OMol25.

```
14
Properties=species:S:1:pos:R:3:forces:R:3
C 1.2321 -0.2900 2.6505 0.638 0.595 -0.928
C 0.8337 -0.3993 0.3094 1.521 0.524 -1.442
C -0.2180 0.0831 -0.6375 1.491 -1.546 1.097
C -1.0465 0.3143 -1.4633 -2.460 0.620 -3.481
C -1.9840 0.6288 -2.6225 1.522 0.608 0.598
H 0.7874 -0.5796 3.5872 -0.851 0.342 0.142
H 1.6349 0.7795 2.6974 -0.533 -1.384 -0.104
H 2.0577 -1.0087 2.5984 0.272 0.226 -0.523
H 1.3345 -1.4056 0.0841 -0.832 1.228 -0.488
H 1.6443 0.3769 0.2686 -0.293 -0.538 -0.052
H -2.5681 2.1691 -2.0370 1.014 -3.930 -1.948
H -0.9001 0.7492 -4.0672 -2.778 -0.154 3.342
H -3.1166 -0.9539 -2.9250 2.003 3.283 0.588
O 0.3089 -0.4637 1.5571 -0.713 0.126 3.197
```
Forces are in eV/Å.

Values from the calculation:
LUMO level ... -1.43 eV
Energy ... -270.10196 hartree
HOMO level ... -9.18 eV


No. 5
The following is a quantum chemistry calculation of a cluster of 2 separate species, C5H8O in total, from OMol25.

```
14
Properties=species:S:1:pos:R:3:forces:R:3
C 1.3798 -0.0354 0.7783 -0.096 -0.104 -0.021
C 0.2715 -0.6164 0.3554 0.132 -0.019 0.105
C -0.4149 -1.4927 -0.6004 0.104 -0.128 -0.162
C -1.1467 -0.8771 0.5953 -0.081 0.046 0.188
C 0.0825 1.9574 -0.6735 -0.239 0.160 0.054
O -0.9480 2.3058 -0.1524 0.435 -0.077 -0.306
H 2.3182 -0.1223 0.2355 -0.125 -0.062 0.071
H 1.0796 2.2698 -0.3061 -0.215 0.145 -0.051
H 1.3734 0.5798 1.6758 0.014 -0.135 -0.110
H -0.6766 -1.1218 -1.5908 0.097 -0.005 0.210
H -0.1640 -2.5501 -0.5761 -0.111 0.110 0.021
H -1.4045 -1.5175 1.4346 -0.009 0.031 -0.146
H -1.8606 -0.0786 0.3921 0.191 -0.123 0.018
H 0.1102 1.2988 -1.5676 -0.100 0.161 0.129
```
Forces are in eV/Å.

Values from the calculation:
LUMO level ... 1.00 eV
Energy ... -270.44599 hartree
HOMO level ... -9.86 eV


No. 6
The following is a quantum chemistry calculation of an isolated molecule of C5H8O, from OMol25.

```
14
Properties=species:S:1:pos:R:3:forces:R:3
O 1.8813 -0.1392 -1.4167 -0.014 0.212 0.476
C 1.6925 0.3699 -0.3363 -0.006 -0.119 -0.299
C 0.6031 -0.0326 0.6246 0.097 -0.076 0.012
C -0.2638 -1.1823 0.0747 -0.066 -0.155 -0.082
C -1.1977 -0.1279 -0.5625 -0.160 -0.002 -0.151
C -0.6153 0.9134 0.4159 -0.100 0.205 0.044
H 2.3068 1.2396 -0.0145 -0.043 -0.095 -0.007
H 1.0120 -0.0887 1.6421 -0.076 -0.007 -0.205
H 0.2542 -1.8899 -0.5763 -0.161 0.120 0.022
H -0.8133 -1.7204 0.8470 0.256 -0.004 0.160
H -0.9431 0.0681 -1.6063 0.015 0.050 0.149
H -2.2738 -0.3023 -0.4822 0.158 -0.025 -0.070
H -0.4302 1.9331 0.0605 0.010 -0.168 0.036
H -1.2128 0.9592 1.3300 0.089 0.065 -0.085
```
Forces are in eV/Å.

Values from the calculation:
LUMO level ... 1.02 eV
Energy ... -270.51447 hartree
HOMO level ... -9.79 eV


> HOMO level of number 5 (C5H8O)?

-9.86 eV